DFT (ωB97M-V/def2-TZVPD) results for a structure of composition C40H42AsCl5MnN4PS2.

## Properties
- total charge = +1
- multiplicity = 6
- <S²> = 8.7588
- highest occupied orbital energy (alpha / beta) (eV) = -10.1 / -10.6
- orbital gap (alpha / beta) (eV) = 8.0 / 8.5

Structure (XYZ):
```
96
Properties=species:S:1:pos:R:3:forces:R:3
As -0.45502 -6.42203 0.25833 0.1 -0.1 0.1
Mn -0.08000 -0.24494 0.50478 0.0 -0.2 0.0
Cl 1.99254 4.29503 -1.58304 0.0 0.0 0.0
Cl -0.17577 2.10563 -0.78614 0.3 0.3 -0.1
Cl 5.82736 1.06244 0.46992 0.0 0.0 0.0
Cl 3.62715 -1.05273 1.19735 0.0 0.2 -0.1
Cl 5.02408 3.72975 -0.93023 0.0 0.0 0.0
S -2.76075 -0.28800 0.16675 0.1 -0.1 0.0
S -0.01064 0.10341 2.93206 -0.1 0.0 0.2
P 0.28938 -2.70663 -0.07971 0.4 0.2 0.1
N -2.64515 0.63011 3.29676 0.2 0.1 -0.1
N -1.92690 -1.13231 4.36237 0.1 0.2 -0.1
N -4.06621 -2.41682 -0.60012 0.1 0.4 0.0
N -2.94939 -1.31871 -2.32343 -0.3 -0.2 0.5
C -1.58705 -0.13977 3.54111 0.2 0.0 -0.2
C -0.59157 -5.15244 -1.25588 -0.1 -0.3 -0.3
C -3.21614 -5.99378 0.93621 -0.1 -0.2 0.0
C 2.52805 -4.12067 -1.06006 0.0 -0.1 -0.1
C 1.78985 -3.91887 2.03180 0.1 0.1 0.0
C 1.13670 -8.77245 -0.08138 0.0 0.0 0.0
C 2.48145 2.83204 -0.82528 0.2 0.0 0.0
C -2.17835 -0.24999 -2.94682 0.2 0.0 0.1
C 0.26974 -7.91908 -0.75512 -0.1 0.0 0.0
C -0.00914 -8.16664 -2.09854 0.1 0.0 0.0
C 3.11249 -2.17406 -2.94079 0.1 0.0 0.0
C -4.70912 -3.50278 -1.33114 0.2 -0.1 0.0
C 1.71389 -9.85408 -0.73292 0.0 0.0 0.1
C 1.75084 -2.96351 -1.11646 0.0 -0.2 0.1
C 1.56981 1.84770 -0.48201 -0.3 0.2 -0.2
C -6.21894 -3.40165 -1.26856 0.0 0.0 0.0
C -3.85680 0.12351 3.92268 -0.2 0.0 0.1
C -0.97735 -3.73367 -0.89687 -0.2 0.1 -0.2
C -3.32254 -1.06515 4.76805 -0.2 0.0 0.1
C -3.28358 -1.41292 -1.03005 0.0 -0.1 -0.1
C 4.17894 1.37215 0.09784 0.1 0.1 -0.1
C -5.12020 -7.31391 0.30012 0.0 0.1 0.0
C -2.36236 -6.85832 0.25250 0.0 0.0 0.1
C -4.27595 -8.19254 -0.35911 0.0 0.0 0.0
C 3.82335 2.57338 -0.52887 -0.2 0.0 0.0
C -3.05693 0.66652 -3.77305 0.0 0.1 0.0
C -0.47018 -4.15117 3.62356 0.1 0.0 -0.1
C 1.43264 -10.08826 -2.06671 0.0 0.0 0.0
C -4.58573 -6.21345 0.95382 0.0 -0.1 0.0
C 0.56379 -3.48414 1.54366 -0.1 0.0 0.1
C 0.57059 -9.24308 -2.75027 0.0 0.0 0.0
C 0.75032 -4.62666 4.08443 0.0 0.0 -0.1
C 1.88063 -4.49198 3.29456 -0.1 0.1 -0.1
C 1.85637 0.64408 0.11310 -0.4 0.1 0.1
C -0.55878 -3.57227 2.37047 0.1 0.0 0.0
C 3.59676 -4.29322 -1.92237 0.0 0.1 0.0
C 3.89359 -3.31498 -2.86222 0.0 0.0 0.1
C 2.04825 -1.99902 -2.07101 -0.1 0.4 0.0
C 3.19037 0.44714 0.40712 0.0 -0.5 0.1
C -2.90633 -7.96810 -0.38358 0.0 0.0 -0.1
H 1.36936 -8.59325 0.96242 0.0 0.0 0.0
H -4.37498 -3.51292 -2.36367 0.1 0.1 -0.1
H 0.35521 -5.18423 -1.79973 -0.1 0.0 0.0
H 2.83982 -4.83191 3.65764 0.0 0.0 0.0
H -1.36238 -5.54958 -1.92420 0.1 0.0 0.0
H -1.39910 -0.71905 -3.55563 -0.1 0.1 0.0
H 2.29522 -4.90577 -0.35421 0.0 0.0 0.0
H -1.51041 -3.17711 2.03862 -0.1 0.1 -0.1
H 4.73104 -3.44458 -3.53020 0.1 0.0 -0.1
H -1.35465 -4.24554 4.23861 -0.1 0.0 0.1
H -2.61046 1.37016 2.60745 0.0 -0.2 0.3
H -3.80732 1.14229 -3.14505 0.0 0.0 0.0
H 2.38466 -10.50945 -0.19746 0.1 0.0 0.0
H -2.45436 1.44483 -4.23517 0.1 0.1 0.0
H -1.23792 -1.78486 4.70273 -0.1 0.0 0.0
H -1.21029 -3.17917 -1.81895 0.0 -0.1 0.2
H -4.31554 0.89527 4.54351 0.0 -0.1 -0.1
H -5.23354 -5.54088 1.49921 -0.1 0.1 0.0
H -1.68790 0.29696 -2.14656 0.0 0.0 -0.1
H -3.83407 -1.99875 4.52845 0.0 0.1 0.1
H -1.88938 -3.69669 -0.28787 0.1 0.0 0.0
H -3.39529 -1.95265 -2.96443 -0.1 -0.2 0.0
H 0.82196 -5.08880 5.05722 0.0 0.0 0.1
H -2.26418 -8.66854 -0.90250 0.0 0.0 0.0
H 2.68598 -3.80523 1.43726 0.0 0.0 0.0
H 4.19285 -5.19003 -1.86362 0.1 -0.1 0.0
H -3.40742 -0.88351 5.84191 0.0 0.0 -0.1
H -4.27783 -2.35256 0.38887 0.1 0.0 -0.2
H -6.66651 -4.25132 -1.77590 -0.1 -0.1 -0.1
H 3.34240 -1.40933 -3.66753 0.0 0.1 -0.1
H -2.80718 -5.15767 1.48188 0.1 0.2 0.1
H -6.56690 -3.41220 -0.23912 0.0 0.0 0.2
H -0.68390 -7.52654 -2.64861 -0.1 0.1 0.0
H 0.34844 -9.42454 -3.79230 0.0 0.0 -0.1
H -4.57444 -0.19666 3.16443 0.0 0.0 0.0
H -6.18358 -7.49642 0.32340 -0.1 0.0 0.0
H -4.68317 -9.06271 -0.85308 0.0 -0.1 0.0
H 1.88242 -10.92666 -2.57552 0.0 -0.1 -0.1
H -4.35769 -4.44596 -0.89923 -0.1 0.1 -0.1
H -3.56422 0.12828 -4.57217 0.0 -0.1 0.0
H 1.46561 -1.07627 -2.12586 0.1 -0.2 0.1
H -6.57511 -2.48765 -1.73686 0.0 0.1 -0.1
```
Positions in Å, forces in eV/Å.

---

DFT (ωB97M-V/def2-TZVPD) results for a structure of composition C15H12BN8PdS5.

## Properties
- multiplicity = 4
- <S²> = 3.7781
- highest occupied orbital energy (alpha / beta) (eV) = -7.7 / -8.9
- orbital gap (alpha / beta) (eV) = 7.3 / 6.3

Structure (XYZ):
```
42
Properties=species:S:1:pos:R:3:forces:R:3
Pd 1.67262 -0.91935 -0.14718 -0.3 0.0 -0.1
S 5.86148 -5.80714 3.36600 0.0 0.1 0.0
S 5.40668 -3.89344 1.14478 0.1 0.0 0.0
S 1.51969 -2.27640 1.92345 0.1 0.0 0.0
S 3.36721 -4.21599 3.15785 0.0 0.0 0.1
S 3.96048 -1.90414 -0.43660 -0.1 0.2 0.0
N 1.03717 0.87779 0.91467 0.1 -0.5 0.5
N -3.13499 1.49881 0.52165 0.0 -0.1 0.2
N -0.02233 1.17298 -1.70645 0.0 0.0 0.0
N -1.37386 -0.58160 -0.47119 0.1 0.1 -0.3
N -0.38924 -1.46390 -0.72066 0.2 -0.3 0.6
N 1.16891 0.51860 -1.78337 0.1 0.0 0.0
N -2.31385 1.74786 -0.53108 0.0 0.0 0.0
N -0.24817 1.26380 0.81718 0.2 0.1 -0.2
C -2.26990 -2.59706 -0.32166 0.0 0.1 -0.1
C 3.99441 -2.92170 0.91670 0.0 0.0 -0.1
C -0.61152 1.89529 1.94333 0.0 0.1 0.1
C -4.19816 2.26027 0.36329 -0.1 0.0 0.0
C -0.12146 1.97788 -2.78403 0.0 0.1 -0.2
C 2.99012 -3.07579 1.89518 0.1 0.0 0.0
C -2.51877 -1.23967 -0.23660 -0.1 -0.1 -0.1
C -2.88986 2.67214 -1.33746 -0.1 0.1 -0.1
C -0.91184 -2.68298 -0.61312 0.0 0.1 -0.1
C -4.10178 3.03134 -0.80219 0.1 0.0 -0.1
C 1.78262 0.91739 -2.87810 0.0 0.1 -0.1
C 4.94309 -4.69307 2.61645 -0.1 -0.1 -0.1
C 0.46633 1.90750 2.80899 -0.1 0.0 -0.1
C 1.47330 1.24098 2.11840 0.0 0.1 -0.1
C 1.00358 1.85385 -3.56369 0.0 -0.1 0.1
B -1.00799 0.93201 -0.50348 -0.1 0.1 0.0
H -2.97636 -3.39697 -0.20166 0.0 0.0 0.0
H -4.99342 2.22851 1.08941 0.0 0.0 0.0
H 1.22027 2.36372 -4.48392 0.0 0.0 0.0
H -2.44335 3.04076 -2.23669 0.0 0.0 0.0
H 2.75134 0.51631 -3.12685 0.0 0.0 0.0
H -0.29146 -3.54957 -0.77276 0.0 0.0 0.1
H -0.96978 2.60210 -2.96341 0.0 0.0 0.0
H -1.60489 2.28730 2.05196 0.0 0.0 0.0
H -3.42314 -0.70221 -0.02248 0.0 0.0 0.0
H 2.48762 1.02304 2.40970 0.0 -0.1 0.0
H -4.80107 3.74255 -1.20169 0.0 0.0 0.0
H 0.51027 2.34820 3.78732 0.0 0.0 0.0
```
Positions in Å, forces in eV/Å.

---

DFT (ωB97M-V/def2-TZVPD) results for a cluster of 13 separate species, C5H35NO13 in total.

## Properties
- multiplicity = 1
- highest occupied orbital energy (eV) = -8.7
- orbital gap (eV) = 9.0

Structure (XYZ):
```
54
Properties=species:S:1:pos:R:3:forces:R:3
O -0.72211 -1.96824 -3.79264 0.3 -0.4 -0.1
O 0.27059 0.00908 3.42193 -0.8 -0.1 0.2
O -3.08626 0.48330 -0.66609 -0.1 -0.4 0.2
O -2.08700 1.31402 2.77885 -1.3 0.3 -0.4
O -3.22414 -3.19822 -0.15180 -1.7 0.7 -0.8
O -3.23797 -0.88307 -2.90072 0.8 -0.2 -0.2
O -3.66740 -0.85845 2.21402 0.4 -0.4 0.0
O -0.01365 1.41267 0.99495 0.2 1.0 -0.1
O -0.37009 -0.78201 -0.81061 -0.5 -0.3 -0.4
O 2.90168 -0.53622 2.18770 0.7 -0.9 0.7
O -1.24063 -1.83819 1.50605 0.5 -0.6 -1.1
O -1.03041 2.46785 -1.36533 -1.5 -1.1 -0.3
O 0.35338 4.01250 0.43620 0.1 -0.1 0.5
N 2.98239 0.51366 0.17586 -0.7 -1.6 0.4
C 3.12289 -0.25343 -2.25063 1.9 1.0 -2.9
C 2.54155 -1.88284 0.20762 0.2 -2.0 1.4
C 2.45727 0.55403 -1.20250 0.5 2.1 0.7
C 3.65826 1.64944 0.84453 -0.5 -1.2 -0.1
C 2.86587 -0.64366 0.98122 -1.5 2.9 -1.9
H -1.28042 1.51880 -1.33502 0.9 0.1 -0.3
H -2.58804 0.19643 0.11096 -0.3 0.0 0.2
H -0.69255 -1.24255 -0.01351 -0.1 0.0 0.0
H -0.31913 -1.69515 1.74936 -0.3 0.2 1.0
H -0.00793 -2.17701 -3.17125 -0.4 0.3 -0.1
H 2.18623 -2.67002 0.91690 -0.1 0.8 -0.4
H -1.97054 2.70974 -1.33424 0.3 1.0 0.0
H -1.08060 -0.98296 -1.43635 0.1 0.1 0.0
H 3.65587 2.62951 0.38160 -1.2 0.1 -0.4
H -3.38742 -1.78061 -3.23038 -0.6 0.4 0.2
H 3.24072 1.62162 1.88215 1.1 0.4 -0.7
H 0.66881 0.69406 2.86681 0.5 -0.5 -0.1
H 2.66222 1.63249 -1.43127 -0.4 -0.9 -0.3
H -1.27891 -1.28416 -3.40923 0.1 0.2 0.0
H -2.98197 -2.69437 0.63586 0.8 -0.8 -0.3
H -1.25723 1.22617 3.24162 0.5 -0.3 0.1
H -1.87172 1.66084 1.89655 0.4 -0.1 0.6
H -1.86240 -1.66602 2.21113 0.2 0.3 0.5
H -2.67428 -3.89288 -0.50483 0.7 0.2 0.9
H 0.90926 -0.46429 3.95931 0.5 0.4 -0.3
H -4.54698 -0.49789 2.08234 0.1 0.2 0.1
H -3.36921 -0.37372 -1.03955 0.4 0.4 0.3
H 4.69102 1.38858 0.66361 0.8 0.1 1.3
H 1.01149 4.06999 1.13968 0.0 0.4 -0.2
H 2.98949 -1.32045 -2.33485 -0.7 -0.1 0.0
H 1.84934 -1.81853 -0.62584 0.1 0.4 0.2
H -0.53026 0.89467 0.36526 0.5 -0.2 0.0
H 2.81664 0.31613 -3.16851 -0.4 -1.2 0.2
H 0.45312 4.75675 -0.15983 0.2 0.0 0.0
H -3.05704 -0.14961 2.52083 -0.6 0.4 0.0
H 0.11422 2.29035 0.53801 -0.3 -1.0 0.3
H 3.49233 -2.31518 -0.10511 0.1 0.1 -0.5
H -4.03705 -0.42367 -2.63517 -0.4 -0.4 -0.6
H 4.21231 -0.14052 -2.45917 -0.2 0.2 1.2
H 1.36636 0.41130 -1.37641 0.7 0.1 1.1
```
Positions in Å, forces in eV/Å.

---

DFT (ωB97M-V/def2-TZVPD) results for a structure of composition C3H3N3O.

## Properties
- multiplicity = 1
- highest occupied orbital energy (eV) = -9.4
- orbital gap (eV) = 8.8

Structure (XYZ):
```
10
Properties=species:S:1:pos:R:3:forces:R:3
O 2.25857 -1.47831 0.26229 -0.8 0.7 -0.2
N -0.05568 -1.48209 -0.10158 0.2 0.2 0.0
N -0.07170 1.46538 0.13132 0.2 -0.4 -0.2
N 1.04044 0.86161 0.11808 -0.2 -0.3 0.3
C -1.16861 0.68618 -0.05619 -0.1 0.0 0.0
C 1.15903 -1.09230 0.09698 0.4 0.3 0.1
C -1.12403 -0.67639 -0.19024 0.1 0.1 0.1
H -2.06186 -1.19914 -0.37199 0.1 0.0 0.1
H -2.10848 1.21644 -0.09636 0.0 -0.1 0.0
H 1.78469 1.55681 0.25740 0.1 -0.6 0.0
```
Positions in Å, forces in eV/Å.

---

DFT (ωB97M-V/def2-TZVPD) results for a structure of composition C24H27Cl2O2PReSb.

## Properties
- total charge = +3
- multiplicity = 4
- <S²> = 4.0775
- highest occupied orbital energy (alpha / beta) (eV) = -17.2 / -17.3
- orbital gap (alpha / beta) (eV) = 4.2 / 3.9

Structure (XYZ):
```
58
Properties=species:S:1:pos:R:3:forces:R:3
Re -0.07459 0.36610 0.09821 3.7 1.0 1.8
Sb 0.13270 -0.45637 2.63238 -1.3 -0.8 2.9
Cl 0.55990 2.45487 0.61427 -0.5 -1.0 -0.1
Cl 2.19601 -0.79397 -0.24053 -0.4 1.4 0.6
P 0.05258 0.77249 -2.13153 -0.3 0.4 -5.2
O -1.43912 -2.05859 -0.26918 2.4 0.1 -0.6
O -3.12791 0.95475 0.24284 5.2 -1.1 -0.3
C 4.74890 -1.64535 4.15710 -0.1 -0.4 -0.3
C -1.97477 0.71603 0.19097 -6.1 1.2 0.2
C -1.52988 1.35480 -2.83934 0.0 -0.2 0.4
C 0.10561 3.35400 4.93448 0.2 -0.2 -0.1
C -2.35734 -3.98281 3.72645 0.1 0.2 0.0
C 2.78056 -2.12222 2.81281 -1.4 0.8 -0.3
C 1.20774 2.15356 -2.51350 0.3 0.0 0.7
C -1.53134 -1.80753 3.07444 0.9 -0.2 0.0
C 4.07127 -0.57644 4.75353 1.9 -0.8 0.4
C 4.09966 -2.42075 3.18652 2.1 0.0 1.1
C -0.26340 -1.96072 -0.56061 -3.9 0.0 0.8
C -3.91071 -2.25059 3.05453 0.2 0.1 0.0
C 0.60278 -3.02607 -1.10607 0.1 -0.5 -0.6
C -1.27913 -3.10808 3.51602 -0.3 -0.3 0.0
C 0.41093 2.31027 4.05054 -0.2 0.2 0.0
C 2.75089 -0.27853 4.38546 -2.1 -0.1 -1.1
C 2.11749 -1.03753 3.39503 -0.9 0.2 -0.3
C -1.69775 2.03294 5.86535 0.4 0.0 -0.1
C 0.59589 -0.44760 -3.39002 0.0 -0.4 0.5
C -1.38661 0.98197 4.98785 -0.3 -0.2 0.0
C -0.95307 3.22018 5.83946 -0.1 -0.5 -0.2
C -0.34108 1.13115 4.07333 0.4 0.4 -0.4
C -3.67274 -3.55703 3.49485 0.4 0.2 0.0
C -2.83831 -1.37233 2.84529 -0.2 0.1 -0.2
H -0.04406 -3.80397 -1.53630 0.1 0.2 0.2
H 4.61825 -3.26048 2.71856 -0.1 0.2 0.2
H -2.16518 -4.99975 4.07484 -0.1 0.3 -0.1
H 1.27980 -2.61944 -1.86766 -0.1 -0.2 0.4
H 2.23153 0.54671 4.87297 0.1 -0.1 -0.1
H -1.96138 0.05627 5.02746 0.1 0.3 0.0
H 0.70313 4.26951 4.91132 -0.2 -0.3 0.0
H 0.76072 3.10426 -2.20256 0.1 -0.2 0.0
H -4.50751 -4.23892 3.65979 0.3 0.2 -0.1
H 5.77264 -1.87776 4.45019 -0.3 0.1 -0.1
H 1.60988 -0.79311 -3.15862 -0.2 0.1 -0.1
H -0.08888 -1.30260 -3.41179 0.1 0.1 -0.1
H 0.59630 0.03508 -4.37756 -0.1 0.0 0.4
H -1.39280 1.62145 -3.89518 0.0 0.0 0.3
H -1.87784 2.22792 -2.27424 0.0 -0.1 -0.2
H 4.56630 0.03258 5.51630 -0.1 -0.2 -0.3
H -0.25580 -3.44187 3.69743 -0.3 0.0 0.0
H -3.03699 -0.35795 2.49360 0.0 -0.3 0.2
H 2.14681 1.99740 -1.96972 -0.1 0.1 -0.2
H -2.27552 0.55484 -2.75580 0.1 0.2 -0.1
H -2.52183 1.91525 6.57275 0.3 0.0 -0.3
H -4.93273 -1.90495 2.87044 0.4 -0.1 0.1
H 1.41360 2.17585 -3.59050 -0.2 -0.2 0.2
H 1.18056 -3.44336 -0.26738 -0.1 0.2 -0.3
H -1.19371 4.03254 6.52417 0.0 -0.2 -0.2
H 1.23718 2.42903 3.35039 -0.1 0.1 0.1
H 2.28715 -2.72412 2.05126 0.2 0.1 0.2
```
Positions in Å, forces in eV/Å.

---

DFT (ωB97M-V/def2-TZVPD) results for a cluster of 2 separate species, C4H9NO in total.

## Properties
- total charge = +1
- multiplicity = 2
- <S²> = 0.7598
- highest occupied orbital energy (alpha / beta) (eV) = -14.9 / -15.0
- orbital gap (alpha / beta) (eV) = 10.5 / 6.6

Structure (XYZ):
```
15
Properties=species:S:1:pos:R:3:forces:R:3
O -0.39500 2.59893 -0.26612 5.7 0.7 0.2
N 1.78096 0.96707 -0.80186 1.4 -3.2 -1.7
C -0.04302 -0.42256 -0.28094 -3.7 -2.7 0.7
C -0.73657 -1.55053 0.41203 1.4 -1.5 -1.7
C 1.25690 -0.13522 -0.19342 3.1 1.8 0.1
C -1.73514 -1.44676 1.28802 0.9 0.2 -0.3
H -1.87727 -0.55080 1.87391 -0.3 0.3 -0.3
H 1.32188 1.18001 -1.68815 -0.4 0.9 0.3
H -2.34261 -2.27939 1.52707 -0.3 -0.8 0.4
H -0.71780 0.00176 -1.01559 0.4 0.8 0.0
H 0.30734 1.95559 0.06135 -2.1 1.8 -0.3
H 2.76235 0.70811 -1.03698 -0.3 1.3 0.7
H -0.36632 -2.61895 -0.06653 -1.1 2.5 1.3
H -1.21105 2.23561 -0.23803 -4.0 -1.9 0.4
H 1.99534 -0.64286 0.42525 -0.5 -0.3 0.2
```
Positions in Å, forces in eV/Å.